ORCA calculation (ωB97M-V/def2-TZVPD) on C20H17F3NO2PPdS as an isolated structure.

```
46
Properties=species:S:1:pos:R:3:lowdin_charge:R:1
Pd -1.4201 0.0461 -0.3906 0.79
O -0.5125 -1.2433 2.3919 0.10
C -0.0599 -0.2336 1.9142 -0.71
O -0.7677 0.7686 1.4162 -0.23
C 1.4517 -0.0823 1.6929 -0.18
P 1.6908 -0.1444 -0.1040 1.18
C 3.2763 0.3763 -0.6579 -0.36
C 4.0648 -0.4641 -1.4587 -0.06
C 5.3199 -0.0351 -1.8460 -0.04
C 5.7777 1.2193 -1.4568 -0.02
C 4.9885 2.0587 -0.6744 -0.04
C 3.7341 1.6468 -0.2743 -0.08
C 1.0434 -1.6019 -0.8537 -0.41
C 0.9076 -1.5959 -2.2585 -0.10
C 0.4137 -2.7135 -2.8977 -0.04
C 0.0500 -3.8343 -2.1521 -0.02
C 0.1765 -3.8419 -0.7677 -0.04
C 0.6649 -2.7309 -0.1044 -0.06
H 2.0063 -0.8687 2.2056 0.12
H 1.8127 0.8948 2.0174 0.10
H 3.7058 -1.4424 -1.7503 0.11
H 5.9473 -0.6797 -2.4460 0.12
H 6.7608 1.5481 -1.7660 0.13
H 5.3556 3.0331 -0.3836 0.12
H 3.1127 2.3008 0.3258 0.11
H 1.1983 -0.7216 -2.8301 0.12
H 0.3094 -2.7189 -3.9740 0.13
H -0.3366 -4.7082 -2.6596 0.13
H -0.1047 -4.7191 -0.2010 0.13
H 0.7489 -2.7399 0.9735 0.11
F -2.8299 -1.3977 -2.3064 0.10
C -2.9152 -1.3053 -0.9730 -0.62
F -4.1705 -0.8582 -0.6742 0.05
F -2.7949 -2.5157 -0.4423 0.12
S -2.4779 2.2152 -0.6510 0.96
C -3.3762 2.3603 0.8011 -0.62
N -3.9138 1.2558 1.4058 0.10
C -4.5882 1.3068 2.5440 0.03
C -4.7589 2.5223 3.2026 0.04
C -4.2449 3.6676 2.6312 0.03
C -3.5725 3.5907 1.4097 -0.01
H -3.8158 0.3597 0.9293 0.12
H -4.9917 0.3750 2.9166 0.16
H -5.3028 2.5480 4.1359 0.14
H -4.3747 4.6255 3.1169 0.14
H -3.1884 4.4772 0.9239 0.13
```

HOMO-LUMO gap (alpha / beta): 7.38 / 5.31 eV
ΔE to the lowest compared entry with this formula, charge and spin: 0.0 kcal per mole
M: 529.82 Da
Charge: +2
2S+1: 5

ORCA calculation (ωB97M-V/def2-TZVPD) on C20H17FN6O7Zr as an isolated structure at a distorted geometry.

```
52
Properties=species:S:1:pos:R:3:lowdin_charge:R:1
Zr -0.5206 0.7366 -0.3748 1.94
O 2.0537 0.2715 -2.7262 0.15
C 1.1238 0.9925 -2.4850 -0.44
N -0.2631 0.6600 -2.4665 -0.03
C -0.7090 -0.5709 -3.0312 -0.42
O -0.1966 -1.1700 -3.9265 0.18
C -1.9556 -1.0975 -2.3578 -0.18
C -2.6531 -2.1394 -2.9260 0.05
C -3.7183 -2.6743 -2.2210 0.01
C -4.0266 -2.1605 -0.9690 -0.01
C -3.2639 -1.1299 -0.4672 -0.09
N -2.2495 -0.5837 -1.1522 -0.03
C 1.3324 2.3926 -1.9548 -0.20
C 2.3488 3.2031 -2.3950 0.05
C 2.4415 4.4691 -1.8310 0.01
C 1.5461 4.8494 -0.8432 -0.01
C 0.5765 3.9551 -0.4344 -0.08
N 0.4605 2.7498 -0.9991 -0.02
H -2.3456 -2.5130 -3.8927 0.14
H -4.2992 -3.4892 -2.6346 0.13
H -4.8409 -2.5573 -0.3792 0.13
H -3.4700 -0.7206 0.5135 0.11
H 3.0300 2.8530 -3.1579 0.14
H 3.2117 5.1555 -2.1589 0.13
H 1.5963 5.8262 -0.3831 0.13
H -0.1218 4.2021 0.3534 0.12
C -2.9266 1.6093 2.8138 0.04
C -2.9529 2.1296 1.4176 -0.48
N -3.9214 2.9163 1.0267 0.26
O -2.0288 1.8494 0.5836 -0.18
H -2.6687 2.4219 3.4962 0.12
H -2.1816 0.8278 2.9150 0.09
H -3.9076 1.2256 3.0948 0.11
H -4.6645 3.1713 1.6586 0.15
H -3.9368 3.2830 0.0862 0.15
F 4.9094 -5.0350 2.3358 0.16
C 3.9889 -4.1019 2.2771 -0.18
C 3.8430 -3.3145 1.2177 0.11
N 2.8412 -2.3342 1.2306 0.05
C 2.5549 -1.3412 0.1970 0.04
C 1.2418 -0.7108 0.6684 -0.65
O 0.1112 -1.1540 0.0575 -0.19
O 1.2033 0.6372 0.7154 -0.19
C 2.0357 -2.1722 2.2642 -0.32
O 1.1610 -1.2354 2.1528 0.17
N 2.1520 -2.9456 3.3404 0.28
C 3.1195 -3.9918 3.4625 -0.33
O 3.1856 -4.6541 4.4493 0.19
H 4.4628 -3.3791 0.3355 0.16
H 2.4244 -1.8090 -0.7747 0.15
H 3.3407 -0.5905 0.1542 0.16
H 1.5257 -2.8124 4.1240 0.19
```

HOMO-LUMO gap: 8.64 eV
ΔE to the lowest compared entry with this formula, charge and spin: 28.6 kcal per mole
M: 563.61 Da
Charge: +2

ORCA calculation (ωB97M-V/def2-TZVPD) on C20H17FN7OSn as an isolated structure.

```
47
Properties=species:S:1:pos:R:3:lowdin_charge:R:1
Sn -1.4490 -2.9998 0.4669 1.43
C -4.6184 0.9862 0.5713 -0.05
C -3.8408 -0.0065 -0.0358 -0.09
N -2.5215 0.0495 -0.0583 0.08
C -1.9570 1.1279 0.5044 -0.21
C -2.7368 2.0936 1.1334 -0.05
N -4.0627 2.0211 1.1752 0.13
C -0.4879 1.2862 0.4229 -0.15
C 0.0616 2.6037 0.4242 0.12
C 1.4243 2.7937 0.3165 -0.12
C 2.2237 1.6581 0.2149 0.11
C 1.6058 0.3837 0.2077 -0.15
N 0.2726 0.2214 0.3121 0.19
C 2.4013 -0.8160 0.0638 -0.13
C 3.8352 -0.7843 0.0674 0.02
N 4.5651 -1.8646 -0.1282 0.15
C 3.9113 -3.0012 -0.2834 0.03
C 2.4825 -3.0716 -0.1755 -0.02
N 1.7513 -1.9986 -0.0302 0.13
C 2.0059 4.1697 0.3003 -0.12
C 1.4724 5.1379 -0.5519 0.06
C 2.0133 6.4226 -0.5542 0.03
N 2.9990 6.5861 0.2839 0.28
C 3.5889 5.7860 1.1288 0.02
C 3.0707 4.4923 1.1433 0.06
H -5.7001 0.9339 0.5665 0.13
H -4.3108 -0.8565 -0.5164 0.12
H -2.2996 2.9383 1.6537 0.12
H -0.5984 3.4577 0.4955 0.13
H 3.2930 1.7631 0.1091 0.13
H 4.3919 0.1190 0.2776 0.13
H 4.4919 -3.8848 -0.5256 0.15
H 1.9624 -4.0191 -0.2578 0.11
H 0.6634 4.9254 -1.2385 0.15
H 1.6861 7.2412 -1.1873 0.17
H 4.3971 6.1468 1.7568 0.17
H 3.4939 3.7827 1.8420 0.15
C -2.5736 -5.6722 -1.9591 0.03
C -3.2918 -5.2967 -0.7097 -0.49
N -4.1412 -6.1349 -0.1729 0.26
O -3.0989 -4.1649 -0.1452 -0.29
H -2.9592 -6.5831 -2.4075 0.10
H -1.5202 -5.8056 -1.7056 0.09
H -2.6508 -4.8532 -2.6733 0.11
H -4.3470 -7.0228 -0.6050 0.15
H -4.6359 -5.8906 0.6740 0.15
F -0.2629 -4.4007 -0.1906 -0.53
```

HOMO-LUMO gap (alpha / beta): 4.47 / 5.13 eV
ΔE to the lowest compared entry with this formula, charge and spin: 9.2 kcal per mole
M: 509.11 Da
Charge: +3